1.
A cluster of 2 separate species, CH7N2P in total in a non-equilibrium geometry, computed with the ωB97M-V functional and the def2-TZVPD basis.

As for the charge: 0. Its HOMO-LUMO gap (alpha / beta) is 9.18 / 6.44 eV. For the energy above the lowest of the compared OMol25 structures with the same formula, charge and spin, the calculation gives 188.3 kJ/mol.

The geometry in XYZ format:
```
11
Properties=species:S:1:pos:R:3:forces:R:3
C -0.4659 -0.5848 1.2302 1.27 0.37 0.70
N -0.9911 1.3981 -0.7345 1.02 -0.86 -0.84
N 1.5219 -0.8939 -0.6834 -1.59 -0.27 0.97
P 1.1390 0.1168 0.6358 -1.35 -0.48 -1.89
H -0.4954 -1.7120 1.2871 -0.26 1.42 -0.02
H -1.2065 0.0049 0.6791 -0.22 -1.06 -0.49
H -0.4727 -0.0582 2.2021 -0.21 -0.90 0.26
H -1.5255 2.1727 -0.3874 -0.16 0.85 0.57
H -0.7513 1.7096 -1.6933 0.09 -0.16 0.54
H 2.2961 -0.6950 -1.2268 2.17 0.91 -0.69
H 0.9515 -1.4582 -1.3087 -0.75 0.19 0.89
```
Forces are in eV/Å.

Atom-resolved charges from Mulliken, all expressed in e: C -0.8537; N -0.6150; N -0.4132; P 0.2178; H 0.3052; H 0.3619; H 0.2811; H 0.1304; H 0.1336; H 0.2117; H 0.2401

2.
A cluster of 3 separate species, C2H9NO4 in total, computed with the ωB97M-V functional and the def2-TZVPD basis.

As for the charge: 0. Its HOMO-LUMO gap is 10.44 eV. As for the SMILES: CNC(=O)O.O.O. For the energy above the lowest of the compared OMol25 structures with the same formula, charge and spin, the calculation gives 24.8 kJ/mol.

The geometry in XYZ format:
```
16
Properties=species:S:1:pos:R:3:forces:R:3
C -1.4419 1.6658 0.4347 0.42 0.21 0.36
N -1.5169 0.5085 1.2931 0.67 -0.51 0.01
C -0.6190 -0.5149 1.2480 -0.23 -0.39 0.53
O -0.6056 -1.4303 2.0493 -0.10 0.26 -0.18
O 0.2672 -0.4578 0.2284 -0.11 -0.03 0.17
H -0.5454 1.5918 -0.1642 0.10 -0.05 -0.17
H -1.3499 2.5852 1.0107 -0.17 0.05 0.08
H -2.2870 1.7206 -0.2231 -0.53 0.13 -0.33
H -1.9969 0.5157 2.1790 -0.19 0.19 -0.23
H 0.8445 -1.2123 0.4234 0.09 0.10 -0.18
O 0.7011 -0.1838 -5.8806 0.02 0.09 -0.26
H 1.1567 -0.0171 -6.7164 -0.08 -0.05 0.21
H -0.1945 0.1387 -6.0281 0.05 -0.04 0.05
O 2.4584 -1.4714 3.0245 0.24 -0.05 0.27
H 2.4432 -2.4038 3.2667 -0.13 0.02 -0.14
H 2.6859 -1.0350 3.8546 -0.06 0.07 -0.19
```
Forces are in eV/Å.

Atom-resolved charges from Mulliken, all expressed in e: C -0.7805; N -0.1925; C 0.6313; O -0.5991; O -0.4766; H 0.2935; H 0.2879; H 0.2656; H 0.2473; H 0.3180; O -0.6408; H 0.3206; H 0.3201; O -0.6017; H 0.3071; H 0.2998

3.
A cluster of 8 separate species, C22H29Cl2N7 in total in a non-equilibrium geometry, computed with the ωB97M-V functional and the def2-TZVPD basis.

As for the charge: 0. Its HOMO-LUMO gap is 10.06 eV. As for the SMILES: c1ccncc1.c1ccncc1.ClCCCl.CC#N.CC#N.CC#N.CC#N.CC#N.

The geometry in XYZ format:
```
60
Properties=species:S:1:pos:R:3:forces:R:3
C 1.2398 -0.6736 1.0703 -1.13 0.70 -0.82
C 1.3168 0.6768 1.4530 0.49 -2.17 1.16
C 0.6160 1.6205 0.7836 -1.95 0.52 -1.78
N -0.1121 1.3761 -0.3374 1.02 -2.46 0.11
C -0.0972 0.0517 -0.7979 -0.44 2.12 1.66
C 0.4883 -1.0006 -0.0833 0.79 0.86 0.48
H 1.6078 -1.4434 1.7324 0.33 0.00 -0.16
H 1.7770 0.8780 2.4091 0.21 0.30 -0.03
H 0.4256 2.5993 1.1985 0.51 0.32 0.02
H -0.7754 -0.0832 -1.6275 0.27 -0.31 -0.34
H 0.3896 -2.0303 -0.3938 -0.11 0.02 -0.15
C -1.0669 4.1052 -3.7860 1.17 2.06 -1.35
C -0.9514 5.5137 -3.8616 -0.83 -0.50 0.62
C -0.9497 6.2204 -2.6707 -0.10 -1.19 1.09
N -1.0548 5.6143 -1.4507 0.24 -0.51 -1.14
C -1.0173 4.2532 -1.4329 0.58 2.18 0.45
C -0.9148 3.5008 -2.5779 -0.35 -1.19 -0.09
H -1.0312 3.5512 -4.7125 -0.06 -0.23 -0.02
H -0.9338 6.0935 -4.7726 0.03 -0.31 -0.27
H -0.8350 7.2942 -2.6831 -0.13 0.13 0.19
H -0.9450 3.8281 -0.4427 -0.22 -0.25 -0.08
H -0.7121 2.4400 -2.5837 -0.36 -0.07 0.51
Cl 3.4209 -0.3316 4.4951 -0.16 0.37 -0.30
C 2.3792 -0.3787 5.9534 0.27 -1.27 -0.41
C 1.5611 -1.6852 5.9436 0.48 0.26 0.49
Cl 0.5804 -1.8052 4.4499 -0.19 0.08 0.47
H 1.6942 0.4665 6.0210 0.39 0.11 -0.19
H 3.1630 -0.3829 6.7108 -0.70 0.03 0.52
H 0.9397 -1.6997 6.8391 -0.43 0.13 -0.28
H 2.1474 -2.6019 6.0072 0.29 0.27 -0.30
C 3.6084 0.1248 -1.1794 1.16 -1.07 0.67
C 4.1445 -0.9854 -0.2850 0.15 -1.73 1.58
N 4.4882 -1.8759 0.4146 -1.09 3.05 -2.37
H 2.6470 -0.1723 -1.5986 0.14 0.04 0.09
H 4.3555 0.2620 -1.9611 -0.19 -0.03 -0.18
H 3.5381 1.0725 -0.6456 -0.15 -0.25 0.20
C 2.0017 -4.2412 2.2819 -0.27 -0.74 0.13
C 2.3519 -5.1742 3.3570 -0.48 2.35 -2.08
N 2.5236 -5.8742 4.2216 0.60 -1.93 2.29
H 1.0349 -3.8154 2.5503 0.10 0.12 -0.16
H 1.8517 -4.8726 1.4061 0.07 0.37 -0.28
H 2.7488 -3.4662 2.1108 0.04 -0.20 0.03
C -3.1816 1.8067 -5.6305 0.81 0.69 0.91
C -2.8988 1.0659 -4.3675 -0.96 2.12 -4.53
N -2.7603 0.5074 -3.4081 0.62 -1.94 3.39
H -4.0026 1.4080 -6.2264 0.18 -0.03 0.27
H -2.2818 1.9813 -6.2203 0.10 -0.88 -0.16
H -3.3403 2.8432 -5.3329 -0.80 0.00 0.14
C -3.1522 -2.2301 -1.6497 0.62 -0.71 0.12
C -1.8356 -2.5691 -2.1866 4.23 -0.46 -2.41
N -0.7593 -2.8008 -2.6398 -4.26 0.83 1.86
H -3.5180 -3.1947 -1.2978 -0.46 0.21 0.29
H -3.8249 -1.8011 -2.3923 0.28 0.04 0.09
H -2.9613 -1.5552 -0.8153 -0.43 0.05 -0.06
C -2.3920 -1.6247 1.9054 0.46 -0.94 0.81
C -1.8074 -2.9072 1.4200 0.54 -1.56 -1.24
N -1.3570 -3.9100 1.0076 -1.12 2.58 1.16
H -2.1857 -0.7597 1.2751 0.02 -0.27 -0.11
H -1.9372 -1.4739 2.8845 0.22 0.34 0.00
H -3.4485 -1.7353 2.1497 -0.07 -0.07 -0.50
```
Forces are in eV/Å.

Atom-resolved charges from Mulliken, all expressed in e: C -0.0272; C -0.8055; C -0.3531; N -0.1766; C -0.5371; C 0.2549; H 0.2452; H 0.2368; H 0.3891; H 0.2310; H 0.3892; C -0.4907; C -0.5383; C -0.2495; N -0.5873; C -0.1861; C -0.0177; H 0.5958; H 0.3793; H 0.3619; H 0.4164; H 0.2400; Cl -0.1673; C -0.4365; C -0.6570; Cl -0.0244; H 0.2961; H 0.3460; H 0.3347; H 0.3149; C -0.6517; C 0.4654; N -0.5250; H 0.1253; H 0.3758; H 0.2525; C 0.0392; C 0.0948; N -0.4259; H -0.2029; H 0.3355; H 0.1878; C -1.0764; C 0.3525; N -0.2236; H 0.3257; H 0.3048; H 0.3438; C -0.6013; C 0.4753; N -0.5352; H 0.3862; H 0.3493; H -0.0343; C -0.7317; C 0.5584; N -0.5176; H 0.1857; H 0.1854; H 0.4050

4.
The ion C4H10FN2O with charge +1 in a non-equilibrium geometry, computed with the ωB97M-V functional and the def2-TZVPD basis.

As for the charge: +1. Its HOMO-LUMO gap is 9.33 eV. For the energy above the lowest of the compared OMol25 structures with the same formula, charge and spin, the calculation gives 118.5 kJ/mol.

The geometry in XYZ format:
```
18
Properties=species:S:1:pos:R:3:forces:R:3
C -1.0402 -0.9761 -0.6576 1.18 -2.12 0.75
C 0.7073 -0.6134 1.0586 -1.95 -1.97 0.30
C -1.3964 0.4338 -0.4934 4.20 1.00 1.81
C 0.4551 1.4679 -0.0514 -3.19 0.93 1.23
N 0.8864 0.7934 1.1596 -0.22 -0.01 -2.94
N 0.4585 -1.2742 -0.2904 -1.19 0.27 0.80
O 1.3310 1.4058 -1.0790 0.82 -1.85 0.64
F -1.9226 0.5988 0.7679 -0.74 0.51 -0.75
H -1.3843 -1.5879 0.2324 -1.18 0.49 -1.66
H -1.1851 -1.3602 -1.6932 -0.14 -0.06 1.00
H 1.5236 -1.0665 1.4442 2.86 -1.65 1.05
H -0.1335 -0.9956 1.6969 0.34 0.47 -0.60
H -1.8050 0.8483 -1.3776 -1.26 0.93 -0.06
H 0.0733 2.4801 0.2561 0.27 -0.95 -0.78
H 0.4231 0.9982 2.0254 -0.37 1.30 -0.08
H 0.5752 -2.3256 -0.2269 0.12 1.64 -0.04
H 1.0407 -0.8770 -0.9895 1.14 0.35 -0.89
H 1.3928 2.0503 -1.7823 -0.70 0.73 0.23
```
Forces are in eV/Å.

Atom-resolved charges from Mulliken, all expressed in e: C -0.6300; C -0.7761; C -0.0924; C -0.2270; N -0.2037; N -0.2096; O -0.4907; F -0.2861; H 0.4074; H 0.3614; H 0.5061; H 0.3962; H 0.4322; H 0.4295; H 0.3114; H 0.3558; H 0.3381; H 0.3775

5.
A structure of composition C22H21BBr2F6N4V in a non-equilibrium geometry, computed with the ωB97M-V functional and the def2-TZVPD basis.

As for the charge: 0. Its HOMO-LUMO gap (alpha / beta) is 5.70 / 7.64 eV. Its spin multiplicity is 4. For the energy above the lowest of the compared OMol25 structures with the same formula, charge and spin, the calculation gives 0.0 kJ/mol.

The geometry in XYZ format:
```
57
Properties=species:S:1:pos:R:3:forces:R:3
V 0.1999 -0.4302 0.5696 -0.54 0.27 0.30
C 0.2462 1.7398 -3.5686 -1.32 -1.12 1.13
C 0.4361 0.8120 -2.3070 0.20 0.40 -0.92
N 0.1053 1.2768 -0.9477 0.51 -0.98 0.24
C 1.0634 2.2569 -0.3672 -1.32 0.40 0.48
C 0.7587 3.6997 -0.7165 -1.01 0.72 -0.19
C -1.3374 1.4670 -0.8214 -0.86 0.84 -0.29
C -1.7203 1.7742 0.6028 -0.08 -0.54 0.54
N -1.0141 0.8037 1.4322 -0.06 -0.64 0.33
C -1.3702 0.7744 2.7843 0.26 2.54 -0.23
C -1.3017 1.9946 3.5565 -0.72 -1.10 -1.14
F -0.9121 3.1574 2.9617 0.14 -0.78 0.42
C -1.8487 2.0265 4.8139 1.14 0.19 -0.48
F -1.7990 3.1668 5.5044 -0.35 0.36 0.19
C -2.3020 0.8861 5.4176 -0.36 -1.20 -0.14
C -2.2529 -0.3374 4.7285 -0.14 1.49 -0.66
F -2.7048 -1.4402 5.3061 -0.24 -0.43 0.14
C -1.8792 -0.3633 3.3670 -0.19 1.08 1.93
F -2.1180 -1.4163 2.6113 0.11 -1.12 -0.28
H 0.5124 1.0699 -4.3854 -0.09 0.23 -0.26
H 0.8749 2.6082 -3.6057 0.27 0.40 0.13
H -0.8344 2.0189 -3.6688 0.98 -0.07 -0.08
H 1.4656 0.4818 -2.3122 0.43 0.02 0.17
H -0.1334 -0.0993 -2.5138 -0.18 0.17 0.21
H 1.9827 2.0510 -0.8401 1.34 -0.69 -0.15
H 1.1279 2.0883 0.7605 -0.06 0.37 -1.46
H 0.7414 3.9668 -1.7920 0.18 -0.59 0.46
H 1.4506 4.3748 -0.2482 0.56 0.20 0.28
H -0.2165 3.9998 -0.3305 -0.05 -0.02 0.00
H -1.7582 0.5041 -1.0853 -0.30 -0.17 -0.28
H -1.7616 2.2264 -1.5183 0.39 -0.30 0.35
H -2.7998 1.7265 0.8317 0.14 -0.15 -0.62
H -1.4446 2.7741 0.8382 0.34 0.96 0.26
H -2.7995 1.0404 6.3623 0.20 -0.56 0.31
Br 4.8373 -2.7353 -3.6588 0.16 0.31 0.35
C 3.7330 -2.1302 -2.2323 0.68 0.57 -0.17
C 4.1210 -1.1422 -1.2883 -0.51 -1.12 -0.19
C 3.1634 -0.8760 -0.3094 0.84 0.52 -1.43
N 1.8786 -1.2645 -0.3369 0.96 -0.40 -0.18
C 1.5708 -2.1722 -1.2713 -1.26 -0.46 -0.55
C 2.4898 -2.6417 -2.1958 0.26 0.16 0.18
C 0.2187 -2.5979 -1.4009 -0.91 2.08 1.73
C -0.1960 -3.6048 -2.2414 -0.58 -2.29 -0.26
C -1.5008 -3.9625 -2.1862 -1.32 -0.01 1.01
Br -2.2174 -5.5201 -3.0086 0.43 0.14 -0.25
C -2.4106 -3.3584 -1.2784 0.40 1.41 0.38
C -2.0209 -2.2778 -0.4833 0.09 -0.40 -0.96
N -0.7327 -1.8477 -0.5698 1.86 -1.04 -0.67
H 5.1237 -0.7231 -1.3622 -0.40 0.03 0.54
H 3.4295 -0.2272 0.4690 0.22 0.86 0.93
H 2.1512 -3.3209 -2.9186 -0.16 -0.81 -0.84
H 0.3840 -4.4275 -2.6794 0.59 1.13 -0.16
H -3.3745 -3.7856 -1.2955 -1.10 0.07 0.42
H -2.6721 -1.6382 0.1788 0.59 -1.20 -0.73
F 1.0755 -0.7008 3.7602 -0.05 -0.23 -0.67
B 1.4801 -0.7996 2.4596 -0.52 0.74 0.84
F 2.8118 -0.9256 2.4294 0.38 -0.24 -0.04
```
Forces are in eV/Å.

Atom-resolved charges from Mulliken, all expressed in e: V -0.2916; C -1.5397; C -0.6295; N 1.2091; C -0.2469; C -1.3795; C -0.6462; C -1.1766; N 1.0469; C -1.1147; C 0.1768; F -0.3138; C 0.1903; F -0.3106; C -0.5546; C 0.1087; F -0.3072; C 0.8589; F -0.2748; H 0.4952; H 0.3345; H 0.2811; H 0.1031; H 0.2794; H 0.4883; H 0.1009; H 0.1955; H 0.4705; H 0.2613; H 0.3903; H 0.3654; H 0.4855; H 0.4308; H 0.4565; Br -0.1724; C -0.0546; C -1.1527; C -0.3678; N 0.6304; C 0.6406; C -1.3099; C 0.8940; C -0.6690; C -0.0641; Br -0.1980; C -1.1791; C -0.2482; N 0.7663; H 0.4363; H 0.6195; H 0.5288; H 0.2625; H 0.4745; H 0.3329; F -0.2321; B 0.3171; F -0.1984

6.
A structure of composition C5H15N3 in a non-equilibrium geometry, computed with the ωB97M-V functional and the def2-TZVPD basis.

As for the charge: 0. Its HOMO-LUMO gap is 7.07 eV. For the energy above the lowest of the compared OMol25 structures with the same formula, charge and spin, the calculation gives 458.1 kJ/mol.

The geometry in XYZ format:
```
23
Properties=species:S:1:pos:R:3:forces:R:3
C 2.1292 -0.2631 1.0218 -0.22 -0.04 -0.26
C 0.9615 0.7678 -1.4273 -0.43 -0.02 0.12
C 0.2816 -0.2997 -0.5549 0.31 -0.27 1.01
N 0.2455 -1.5403 -1.3023 -0.45 0.29 -0.11
N 0.7419 -0.5101 0.7521 -0.23 -0.04 -0.22
H -0.0299 -2.3077 -0.7029 0.06 0.06 0.05
H -0.3114 -1.5150 -2.1493 0.01 -0.06 -0.06
H 2.8016 -0.8658 0.3903 0.12 0.03 0.04
H 2.4420 0.7935 0.8931 0.04 0.05 0.02
H 2.3440 -0.5319 2.0598 0.00 0.01 -0.05
H 0.9183 1.7477 -0.9496 0.04 0.00 0.00
H 2.0034 0.5005 -1.5917 -0.05 -0.06 0.08
H 0.4791 0.8394 -2.4072 0.01 0.00 -0.01
C -0.6716 1.2370 1.3756 -1.11 -0.23 -1.27
C -2.2123 -0.6882 0.1603 -0.01 0.03 0.03
N -1.2016 0.2967 -0.2157 2.05 0.08 0.88
H -1.4784 0.8368 -1.0332 -0.39 0.40 0.29
H -1.7883 -1.3221 0.9377 0.05 0.03 -0.03
H -0.7652 0.6092 2.2500 0.02 -0.20 -0.26
H 0.2545 1.8008 1.3629 0.06 -0.28 -0.34
H -1.5298 1.9015 1.2654 -0.04 0.11 0.09
H -2.5198 -1.3095 -0.6868 0.10 0.10 0.03
H -3.0942 -0.1776 0.5518 0.03 -0.01 -0.02
```
Forces are in eV/Å.

Atom-resolved charges from Mulliken, all expressed in e: C -0.9902; C -1.6473; C 0.7735; N -0.5969; N -0.5859; H 0.3295; H 0.2167; H 0.3053; H 0.2653; H 0.3100; H 0.3659; H 0.3678; H 0.4645; C -0.7848; C -1.0156; N -0.2018; H 0.3540; H 0.3784; H 0.3025; H 0.3429; H 0.3810; H 0.3345; H 0.3305

7.
An isolated molecule of C4H4O2 in a non-equilibrium geometry, computed with the ωB97M-V functional and the def2-TZVPD basis.

As for the charge: 0. Its HOMO-LUMO gap is 8.64 eV. For the energy above the lowest of the compared OMol25 structures with the same formula, charge and spin, the calculation gives 532.4 kJ/mol.

The geometry in XYZ format:
```
10
Properties=species:S:1:pos:R:3:forces:R:3
C 1.8993 0.0666 0.0303 -2.07 2.54 0.22
C -1.7260 1.4366 -0.1789 2.53 -1.45 0.39
C 0.5465 0.1845 0.1453 -1.53 -1.61 -0.03
C -0.2144 -1.1377 0.0635 -1.89 -0.41 -1.03
O 3.0638 -0.0058 -0.0263 -1.10 -0.38 0.07
O -0.4129 1.3667 0.0789 1.99 0.53 -0.13
H -1.7777 2.5353 -0.1299 -0.41 0.20 0.03
H -0.1551 -1.8913 0.8653 0.39 0.77 0.19
H 0.2011 -1.6583 -0.8435 -1.16 0.25 0.60
H -1.4246 -0.8967 -0.0046 3.24 -0.44 -0.31
```
Forces are in eV/Å.

Atom-resolved charges from Mulliken, all expressed in e: C 0.4467; C -0.3211; C 0.3237; C -0.9786; O -0.3448; O -0.2211; H 0.2302; H 0.2941; H 0.2460; H 0.3247

8.
A cluster of 2 separate species, C4H15N3O in total in a non-equilibrium geometry, computed with the ωB97M-V functional and the def2-TZVPD basis.

As for the charge: 0. Its HOMO-LUMO gap is 9.91 eV. As for the SMILES: NCC[C@H](N)CN.O. For the energy above the lowest of the compared OMol25 structures with the same formula, charge and spin, the calculation gives 255.5 kJ/mol.

The geometry in XYZ format:
```
23
Properties=species:S:1:pos:R:3:forces:R:3
N -2.1839 -2.5880 0.8263 -0.49 -0.68 0.52
C -1.3884 -2.0175 -0.1835 3.75 -0.60 -2.07
C -0.9532 -0.5518 -0.0489 -3.26 5.23 -0.29
C 0.1365 0.0999 0.8806 -1.29 -2.80 2.84
N -0.4866 1.1453 1.7434 2.02 1.27 -2.44
C 1.3705 0.4386 0.1507 2.85 0.64 -1.29
N 2.6752 0.7562 0.9246 -1.86 -2.40 -0.45
H -3.1448 -2.2930 0.8457 -0.03 0.25 0.12
H -1.7625 -2.6069 1.7414 -0.12 0.15 0.01
H -1.7780 -2.2531 -1.2185 -0.01 0.63 1.18
H -0.3806 -2.5805 -0.2272 -1.37 0.32 0.23
H -0.7991 0.1566 -0.9602 -0.31 -2.12 0.38
H -1.9772 0.0324 0.2887 2.24 -1.42 -0.41
H 0.5124 -0.7304 1.5455 -0.39 0.33 -0.16
H 0.2237 1.7457 2.1505 0.19 0.05 -0.32
H -0.9592 0.8146 2.5195 -1.30 -1.38 1.46
H 1.6444 -0.4849 -0.4574 -0.58 1.23 0.45
H 1.2515 1.3288 -0.5463 -0.03 -1.12 0.59
H 2.7578 1.7121 0.9280 0.44 2.74 0.04
H 2.7216 0.4714 1.9037 -0.46 -0.30 -0.39
O 1.1900 2.7634 -4.1604 -2.57 -4.00 -0.46
H 0.3046 2.9341 -4.5982 1.50 0.29 0.64
H 1.0253 1.7070 -4.0481 1.07 3.69 -0.17
```
Forces are in eV/Å.

Atom-resolved charges from Mulliken, all expressed in e: N -0.4946; C -0.6032; C -0.6233; C 0.5740; N -0.7147; C -0.6830; N -0.5827; H 0.2266; H 0.2117; H 0.2894; H 0.2789; H 0.2430; H 0.2909; H 0.0717; H 0.2366; H 0.2146; H 0.2283; H 0.3376; H 0.2663; H 0.2334; O -0.6553; H 0.3250; H 0.3289